[1]
209
Properties=species:S:1:pos:R:3:mulliken_charge:R:1 method="wB97M-V/def2-TZVPD" orbital_gap_ev=8.27 smiles="CN(C)P(=O)(N(C)C)N(C)C.CN(C)P(=O)(N(C)C)N(C)C.CN(C)P(=O)(N(C)C)N(C)C.CN(C)P(=O)(N(C)C)N(C)C.COCCOCCOC.COCCOCCOC.COCCOCCOC.BrCCBr.BrCCBr.BrCCBr"
O 2.0539 7.0813 -0.9588 -0.886
P 0.6491 6.5400 -1.0431 0.251
N 0.3267 5.3325 0.0126 0.622
C -0.9859 4.8837 0.4968 -0.520
C 1.4827 4.4631 0.4012 -1.642
N 0.2805 6.1135 -2.6019 0.859
C -1.0905 5.8202 -3.0144 -0.897
C 1.2324 6.3591 -3.6934 -1.176
N -0.6357 7.6978 -0.6078 0.146
C -0.5618 8.2301 0.8047 -0.957
C -0.8188 8.7915 -1.4865 -0.974
H -1.0481 3.8156 0.3705 -0.203
H -1.7837 5.4518 -0.0480 0.297
H -1.1211 5.0702 1.5544 0.322
H 1.5502 4.4116 1.4838 0.433
H 2.4342 4.8368 0.1566 0.502
H 1.3563 3.4441 0.0090 0.467
H -1.2365 4.7119 -3.0350 -0.226
H -1.7692 6.3872 -2.3796 0.535
H -1.1905 6.2374 -4.0293 0.428
H 1.1203 7.4072 -4.0840 0.288
H 2.2207 6.1109 -3.2697 0.315
H 1.0803 5.6540 -4.5569 0.369
H -0.5810 7.3883 1.5357 0.238
H 0.3855 8.7853 1.0807 0.287
H -1.4895 8.8845 0.9637 0.392
H -1.5322 9.4763 -0.9992 0.359
H -1.1082 8.4666 -2.5111 0.261
H 0.0847 9.4154 -1.6268 0.294
O -2.3553 -5.5587 2.2433 -0.962
P -2.1191 -4.8162 3.5109 -0.437
N -1.2519 -3.4506 3.0808 1.022
C -1.0132 -3.1567 1.6752 -1.136
C -0.4581 -2.5466 3.9207 -0.672
N -1.1118 -5.5727 4.6389 0.651
C -1.6169 -6.1074 5.8945 -1.001
C 0.1654 -6.1249 4.2110 -1.187
N -3.5727 -4.4316 4.2501 0.920
C -3.8265 -3.3048 5.1416 -1.082
C -4.6431 -5.3801 4.3300 -1.346
H -1.1642 -2.0706 1.4652 0.206
H -1.6394 -3.7369 1.0494 0.502
H -0.0363 -3.3193 1.3402 0.202
H 0.5461 -2.3156 3.5346 -0.165
H -0.3776 -2.9366 4.9333 0.613
H -0.9260 -1.5758 3.9429 -0.088
H -1.0130 -5.8302 6.7959 0.247
H -2.7018 -5.8719 5.9824 0.289
H -1.5403 -7.1973 5.8640 0.410
H 0.7173 -5.4125 3.5943 0.089
H 0.8424 -6.4636 4.9467 0.651
H -0.0252 -6.9601 3.5119 0.333
H -4.9079 -3.2382 5.2437 0.568
H -3.3480 -3.4611 6.0769 0.169
H -3.4796 -2.4248 4.6352 0.044
H -4.7994 -5.5817 5.3802 0.530
H -4.4508 -6.2533 3.7074 0.302
H -5.5814 -4.8674 3.9288 0.273
O 7.9282 3.7589 -0.9063 -0.860
P 7.2387 2.4916 -1.2138 0.187
N 5.7554 2.4431 -0.4975 0.319
C 4.9928 3.6429 -0.6979 -0.982
C 5.2020 1.3201 0.2549 -1.128
N 8.1449 1.2599 -0.6050 0.536
C 9.5479 1.2903 -0.1738 -1.015
C 7.7002 -0.0614 -0.9935 -0.626
N 7.0040 2.1692 -2.8249 0.498
C 5.8626 1.4981 -3.3548 -0.083
C 8.1601 2.1893 -3.6372 -1.031
H 4.9193 4.1397 0.2787 0.406
H 3.9848 3.5569 -1.0378 0.090
H 5.6057 4.2684 -1.3022 0.493
H 4.6675 0.6845 -0.4280 0.119
H 4.6089 1.6205 1.1173 0.430
H 6.0490 0.8142 0.6532 0.542
H 9.5835 0.7305 0.8229 0.261
H 10.1376 0.8140 -0.9933 0.325
H 9.9996 2.2688 -0.0397 0.319
H 6.6120 -0.0806 -1.1292 -0.008
H 8.0839 -0.4157 -2.0017 0.108
H 7.7693 -0.8371 -0.2650 0.170
H 5.6290 1.9542 -4.3620 0.470
H 6.0283 0.3630 -3.6251 -0.074
H 4.9416 1.5862 -2.8498 -0.375
H 8.8583 2.8859 -3.1653 0.299
H 7.9124 2.5648 -4.6250 0.383
H 8.5993 1.1642 -3.7693 0.236
O 2.4458 1.6537 -1.0581 -0.308
P 1.3433 0.6706 -0.9618 -1.739
N -0.1487 1.1874 -1.4841 1.072
C -1.4255 0.3985 -1.4618 0.539
C 0.0022 2.0828 -2.6250 -0.673
N 0.8962 0.0811 0.5186 1.516
C 1.8748 -0.6601 1.4113 -0.261
C 0.0711 0.8676 1.4372 -0.199
N 1.7642 -0.7637 -1.7078 1.318
C 2.7610 -0.7835 -2.7664 -0.864
C 0.9181 -1.9259 -1.7000 0.128
H -1.1989 -0.5844 -0.9688 -0.727
H -1.8646 0.2784 -2.4923 0.101
H -2.2192 0.8016 -0.7924 -0.142
H -0.9210 2.7080 -2.6018 -0.302
H 0.2352 1.5658 -3.5545 0.281
H 0.8075 2.7949 -2.3831 0.357
H 2.8250 -0.1599 1.5847 -0.090
H 1.3298 -0.8370 2.3499 0.258
H 2.2706 -1.6154 1.0324 -0.301
H 0.7196 1.5962 1.9593 0.324
H -0.6505 1.4600 0.8705 -0.587
H -0.3565 0.1947 2.1923 0.107
H 2.3010 -0.6344 -3.7173 0.268
H 3.5116 -0.0154 -2.5894 -0.103
H 3.2668 -1.7289 -2.8091 0.249
H 1.5056 -2.8582 -1.6891 -0.225
H 0.1684 -2.0780 -2.5468 0.196
H 0.3243 -1.9510 -0.7634 -0.556
C 7.2445 -3.1584 -3.5584 -0.883
O 6.0402 -2.9877 -2.7814 -0.061
C 5.7182 -4.1161 -2.0100 -0.704
C 4.3876 -3.8562 -1.3138 0.490
O 4.4312 -4.8761 -0.3166 -0.415
C 3.1408 -4.9431 0.3469 0.351
C 3.2256 -5.9444 1.4375 -0.755
O 4.0286 -5.4694 2.5184 -0.098
C 3.9841 -6.3445 3.6141 -0.470
H 7.1222 -4.0149 -4.2390 0.372
H 8.2252 -3.1238 -3.0067 0.275
H 7.1673 -2.2576 -4.1934 0.227
H 6.5018 -4.1786 -1.2032 0.283
H 5.7192 -5.0172 -2.6096 0.373
H 3.4671 -4.0279 -1.9270 0.055
H 4.4394 -2.8534 -0.8982 -0.182
H 2.3575 -5.3091 -0.3196 0.409
H 2.8420 -3.9547 0.5988 -0.399
H 3.6647 -6.8478 1.0654 0.395
H 2.2080 -6.2193 1.7685 0.361
H 4.3402 -7.4191 3.3691 0.296
H 2.9897 -6.3300 4.0791 0.007
H 4.6968 -5.9562 4.3724 0.272
C -5.4812 2.1579 -0.5912 -1.094
O -4.6968 2.5880 -1.7566 0.012
C -4.7554 4.0136 -1.8668 -0.547
C -4.0205 4.3130 -3.1824 -0.620
O -4.9521 4.2497 -4.2374 -0.518
C -5.4982 3.0099 -4.5066 0.635
C -5.4288 2.7040 -6.0053 -0.574
O -6.1137 1.4854 -6.2007 -0.292
C -5.4454 0.6027 -7.1072 -0.677
H -5.2361 1.1528 -0.3026 0.126
H -6.5559 2.2120 -0.7326 0.433
H -5.2313 2.8167 0.2561 0.461
H -4.1917 4.5373 -1.0108 0.298
H -5.7462 4.4539 -1.8972 0.407
H -3.1652 3.6114 -3.2329 0.412
H -3.6971 5.2904 -3.1210 0.338
H -6.5368 2.9689 -4.1975 0.215
H -4.9798 2.1917 -3.9989 -0.401
H -4.3289 2.6967 -6.3036 0.285
H -5.9492 3.4929 -6.5457 0.315
H -4.4352 0.4193 -6.7812 0.346
H -5.4477 1.0691 -8.1490 0.300
H -6.0349 -0.3298 -7.1214 0.163
C -3.0008 1.1245 3.7368 -0.644
O -2.7256 -0.2793 3.7008 -0.494
C -3.4043 -0.7822 2.5485 0.536
C -4.9120 -0.9388 2.5891 -0.108
O -5.5549 0.3470 2.5680 -0.123
C -6.9492 0.1744 2.5026 -0.580
C -7.6105 0.5124 3.7903 -0.786
O -7.1313 -0.2636 4.8281 -0.172
C -7.4322 0.3104 6.0286 -0.809
H -2.3748 1.5756 4.5262 0.287
H -4.0908 1.3173 4.0691 0.042
H -2.7267 1.5376 2.7868 0.319
H -3.0062 -1.8057 2.4588 -0.570
H -3.0482 -0.2933 1.6640 0.096
H -5.1761 -1.4099 3.5803 0.251
H -5.1872 -1.5716 1.7123 0.262
H -7.0820 -0.9131 2.2670 0.298
H -7.3271 0.7513 1.6950 0.350
H -8.6725 0.4895 3.7754 0.501
H -7.4065 1.5887 4.0101 0.371
H -7.1620 -0.4438 6.7777 0.232
H -8.4859 0.6633 6.0100 0.300
H -6.9102 1.2801 6.2079 0.329
Br -6.7645 -0.8959 -3.2866 -0.159
C -4.8755 -0.6168 -3.8458 0.270
C -4.4488 -1.8184 -4.6276 -0.487
Br -2.5847 -1.4537 -5.2947 -0.226
H -4.3441 -0.3530 -2.9072 -0.108
H -4.8150 0.2487 -4.5097 -0.185
H -5.1764 -1.8740 -5.4898 0.390
H -4.3642 -2.7127 -4.0135 0.373
Br 7.3267 -2.3230 2.0360 -0.171
C 5.4852 -1.8654 2.6172 -0.034
C 5.1523 -2.5443 3.9460 -0.253
Br 3.3876 -1.7861 4.5022 -0.166
H 4.8410 -2.1430 1.7947 -0.275
H 5.4567 -0.7625 2.6730 0.373
H 5.7474 -2.2732 4.7876 0.497
H 5.0039 -3.6396 3.8507 0.062
Br -5.4079 -6.8054 0.1612 -0.222
C -4.3485 -5.2789 -0.6069 -0.718
C -4.4121 -4.1262 0.3054 -0.100
Br -3.6676 -2.5898 -0.6568 0.071
H -4.8243 -5.0715 -1.5703 0.446
H -3.3716 -5.8084 -0.6175 0.345
H -3.8681 -4.2513 1.2391 -0.228
H -5.4648 -3.8588 0.4132 0.619

***

[2]
78
Properties=species:S:1:pos:R:3:mulliken_charge:R:1 method="wB97M-V/def2-TZVPD" spin_multiplicity=2 orbital_gap_ev="5.48 / 5.55" charge=-1 e_above_lowest_kj_mol=94.06
Ti 0.3124 0.0369 0.2667 0.239
C -2.4781 -2.0915 -3.7775 -0.984
O -2.1797 -1.7207 -2.4320 -0.246
C -0.9433 -1.8644 -1.9913 -1.121
O -0.6471 -1.5321 -0.8517 1.568
N -0.0271 -2.4703 -2.7662 0.191
N 1.2029 -2.7516 -2.1631 -0.491
H -3.5536 -1.9878 -3.8807 0.240
H -2.1984 -3.1300 -3.9630 0.342
H -1.9761 -1.4085 -4.4649 0.336
H -0.1150 -2.5358 -3.7632 0.196
H 1.8060 -1.9118 -2.0795 0.052
H 1.6601 -3.5175 -2.6477 0.380
Se -1.5213 7.5381 1.5040 0.176
N -2.4035 6.1790 0.7530 -0.899
C -1.6238 5.1367 0.8033 1.019
C -1.9954 3.8218 0.2883 0.671
C -3.2161 3.5619 -0.3108 -0.992
C -3.4603 2.2792 -0.7767 -1.109
C -2.4982 1.3007 -0.6107 -0.806
N -1.3257 1.5343 -0.0175 1.357
C -1.0643 2.7825 0.3955 -0.926
C 0.2417 2.9932 1.0177 -0.029
N 1.0442 1.9239 1.1074 0.909
C 2.2428 2.0488 1.6653 -0.459
C 2.6968 3.2520 2.1878 -1.340
C 1.8742 4.3607 2.1166 -0.641
C 0.6235 4.2381 1.5246 0.719
C -0.3225 5.3451 1.4148 0.861
N -0.0746 6.5477 1.8488 -0.919
H -3.9450 4.3546 -0.4096 0.529
H -4.3916 2.0301 -1.2654 0.474
H -2.6696 0.2817 -0.9301 0.257
H 2.8465 1.1494 1.6781 0.586
H 3.6775 3.3055 2.6381 0.470
H 2.1795 5.3208 2.5115 0.546
C 0.5816 -3.0215 3.7534 -0.918
Si 1.5434 -1.5627 3.0815 1.313
C 1.5733 -0.2217 4.4034 -1.130
C 3.3136 -2.1064 2.7349 -1.229
O 0.8367 -0.9706 1.7446 -1.355
H 1.1158 -3.4778 4.5923 0.478
H 0.4416 -3.7848 2.9844 0.170
H -0.4091 -2.7159 4.0975 0.147
H 1.6957 -0.6516 5.4012 0.470
H 0.6281 0.3278 4.3820 0.147
H 2.3889 0.4897 4.2474 0.266
H 3.9852 -1.8329 3.5538 0.408
H 3.6710 -1.6393 1.8151 0.245
H 3.3829 -3.1886 2.5958 0.358
Cl 0.6695 2.3915 -5.1725 -0.205
C 0.6158 2.5231 -3.4081 0.158
Cl -0.4845 3.8400 -2.9087 -0.172
C 0.1504 1.2209 -2.7101 0.232
O 0.6599 1.1269 -1.5615 -0.762
O -0.6399 0.4767 -3.2846 -0.582
H 1.6051 2.7986 -3.0647 0.272
C -3.6960 -3.4405 3.2780 -0.540
C -2.8368 -3.4409 2.1581 -1.159
C -2.1684 -2.3008 1.8083 -0.288
C -2.3053 -1.0842 2.5299 0.615
C -1.5990 0.1087 2.1384 1.014
C -1.7901 1.1942 2.9559 0.136
C -2.6059 1.1863 4.1142 -1.237
C -3.2899 0.0603 4.4636 -1.135
C -3.1563 -1.1074 3.6693 1.030
C -3.8444 -2.2998 4.0133 -0.895
H -4.2256 -4.3439 3.5572 0.385
H -2.6916 -4.3469 1.5807 0.477
H -1.4949 -2.3162 0.9679 0.576
H -1.2911 2.1430 2.7439 0.027
H -2.6866 2.0837 4.7203 0.429
H -3.9302 0.0360 5.3390 0.321
H -4.4908 -2.2882 4.8853 0.355
Cl 2.6050 -0.8272 -0.6213 -0.544
Ge 1.1624 -3.6086 -0.1132 0.970
Cl -0.3924 -5.1009 -0.9857 -0.486
Cl 3.0372 -4.7216 -0.8597 -0.519

***

[3]
18
Properties=species:S:1:pos:R:3:mulliken_charge:R:1 method="wB97M-V/def2-TZVPD" orbital_gap_ev=6.93 e_above_lowest_kj_mol=338.07 smiles="C=[P@@H](C)OC1=NC(=O)C=C1"
C -1.8892 -0.9609 -2.0058 -0.570
C -1.1707 -1.6981 -2.8729 -0.154
C -0.9103 -0.2579 -1.1597 0.910
C 0.2819 -1.4441 -2.5825 0.122
C 1.0010 1.8163 0.4925 -0.863
C 0.4739 -0.9752 1.9217 -0.838
N 0.3122 -0.5919 -1.4493 -0.310
O -1.2876 0.3564 -0.0825 -0.431
O 1.2272 -2.0780 -3.0202 -0.518
P -0.0303 0.4435 1.1088 0.384
H -2.9947 -0.7016 -2.0397 0.344
H -1.6241 -2.3612 -3.7027 0.326
H 1.5972 1.2698 -0.4093 0.280
H 1.7122 2.2069 1.1901 0.412
H 0.1646 2.4768 0.1989 0.290
H 1.5063 -1.3822 1.6097 0.236
H -0.3905 -1.6998 1.9362 0.307
H -0.8546 1.0828 2.1396 0.074

***

[4]
9
Properties=species:S:1:pos:R:3:mulliken_charge:R:1 method="wB97M-V/def2-TZVPD" orbital_gap_ev=10.02 e_above_lowest_kj_mol=73.87 smiles=OC(O)(O)S
C 0.1471 -0.1752 -0.1217 0.615
O 0.6732 0.9649 -0.5927 -0.520
O 0.5041 -1.2552 -0.8435 -0.495
O 0.7154 -0.2927 1.1698 -0.525
S -1.6996 0.0342 -0.1275 -0.237
H 0.3731 1.2303 -1.4236 0.354
H 0.2949 -2.0955 -0.4219 0.332
H 0.9097 0.6144 1.4385 0.336
H -1.9178 0.9748 0.9226 0.140

***

[5]
13
Properties=species:S:1:pos:R:3:mulliken_charge:R:1 method="wB97M-V/def2-TZVPD" orbital_gap_ev=9.97 e_above_lowest_kj_mol=536.01 smiles="C=C[C@H](N)ON=O"
C 0.8571 1.4334 1.2363 -0.700
C 0.7810 0.1102 1.0405 -0.292
C -0.1352 -0.5756 -0.0643 0.374
N -1.8930 0.6122 -1.0575 0.131
N 0.4236 -1.6845 -0.7896 -0.541
O -2.3065 1.2709 -1.9589 -0.347
O -0.5204 0.4035 -1.0826 -0.216
H 1.4240 1.7448 2.1581 0.228
H 0.2875 2.2908 0.8608 0.282
H 1.3338 -0.6704 1.6105 0.297
H -1.0559 -0.9685 0.4851 0.321
H 0.7467 -1.2890 -1.6856 0.228
H 0.0572 -2.6777 -0.7529 0.236

***

[6]
15
Properties=species:S:1:pos:R:3:mulliken_charge:R:1 method="wB97M-V/def2-TZVPD" orbital_gap_ev=8.70 e_above_lowest_kj_mol=460.19
C -1.2170 1.3275 -0.8312 -1.021
C -0.7801 0.6650 0.4373 0.444
N -1.0132 1.1692 1.5641 -0.700
H -0.7189 0.5922 2.3538 0.255
H 1.0925 0.5417 0.2915 0.224
H -0.3724 1.4014 -1.5211 0.279
H -1.6018 2.3276 -0.6232 0.339
H -1.9750 0.7291 -1.3394 0.291
C 0.3542 -1.9431 -0.0553 -0.417
C 1.5666 -1.3189 -0.1347 0.105
C 2.0273 -0.1348 0.0218 -0.716
H -0.4735 -0.6793 0.2561 0.100
H 0.2205 -2.6872 0.7256 0.259
H -0.1007 -2.2929 -0.9778 0.251
H 2.9916 0.3025 -0.1673 0.306

***

| no. | strongest force on any atom (eV Å⁻¹) |
| --- | --- |
| 1 | 3.69 |
| 2 | 1.74 |
| 3 | 3.69 |
| 4 | 2.57 |
| 5 | 2.50 |
| 6 | 3.07 |